No. 1
32
Properties=species:S:1:pos:R:3 method="wB97M-V/def2-TZVPD" total_energy_ev=-34218.19572 multiplicity=1 relative_energy_kj_mol=25.3
C 2.221 -0.899 2.412
C 1.783 -1.430 1.251
C 1.517 0.730 1.294
C -2.122 -1.542 0.864
C -2.822 0.754 1.632
C 2.502 0.720 -2.082
C 0.225 1.105 -2.813
C -1.078 0.503 -0.184
C -1.667 -0.049 1.079
N 2.154 0.439 2.359
N 1.307 -0.390 0.525
N 1.074 0.628 -1.681
P 0.261 -0.601 -0.810
S 0.198 -2.464 -1.458
H 2.665 -1.310 3.309
H 1.595 -2.431 1.082
H 1.330 1.637 0.739
H -2.851 -1.573 0.084
H -2.438 -2.024 1.747
H -1.423 -2.181 0.322
H -3.333 1.112 0.754
H -3.523 -0.012 2.096
H -2.401 1.361 2.431
H 3.219 0.551 -1.241
H 2.688 0.168 -2.973
H 2.555 1.827 -2.505
H 0.728 1.855 -3.477
H 0.099 0.276 -3.611
H -0.746 1.339 -2.348
H -0.732 1.467 0.125
H -1.960 0.618 -0.917
H -1.024 -0.182 1.995

=====

No. 2
75
Properties=species:S:1:pos:R:3 method="wB97M-V/def2-TZVPD" total_energy_ev=-124515.92802 total_charge=-1 multiplicity=1 relative_energy_kj_mol=222.8
Tl 0.612 -0.726 0.699
N -1.011 0.741 2.610
C -0.235 1.741 3.334
C 0.953 1.090 4.028
N 1.812 0.415 3.059
H -1.746 1.147 2.040
H -1.442 0.069 3.235
H -0.816 2.292 4.086
H 0.135 2.467 2.604
H 0.583 0.337 4.729
H 1.473 1.856 4.617
H 2.510 -0.171 3.496
H 2.267 1.076 2.438
C -5.350 -0.416 1.071
C -4.516 -1.534 1.696
S -2.827 -1.708 1.107
C -3.026 -2.101 -0.639
C -3.212 -0.941 -1.633
S -2.163 0.491 -1.256
C -3.317 1.880 -1.330
C -4.658 1.762 -0.609
S -4.614 1.253 1.134
H -6.315 -0.362 1.578
H -5.542 -0.643 0.024
H -5.043 -2.481 1.553
H -4.406 -1.386 2.772
H -3.838 -2.823 -0.753
H -2.095 -2.617 -0.883
H -4.246 -0.605 -1.665
H -2.944 -1.297 -2.628
H -3.514 2.138 -2.374
H -2.730 2.692 -0.897
H -5.323 1.077 -1.132
H -5.141 2.741 -0.635
S 0.169 -2.299 -2.351
C 0.363 -0.900 -3.231
S 1.632 0.174 -2.586
C -0.314 -0.567 -4.399
C -1.383 -1.390 -4.867
N -2.260 -2.022 -5.269
C -0.011 0.602 -5.159
N 0.237 1.551 -5.769
Cl -3.189 -5.067 3.338
C -1.603 -4.448 2.893
C -1.101 -4.672 1.621
C 0.115 -4.133 1.244
C 0.918 -3.355 2.134
C 2.139 -2.777 1.739
C 0.343 -3.146 3.424
C -0.881 -3.676 3.789
H -1.673 -5.264 0.916
H 0.489 -4.321 0.242
H 2.620 -3.107 0.825
H 2.787 -2.345 2.496
H 0.902 -2.560 4.149
H -1.280 -3.496 4.781
C -1.678 5.170 0.457
C -0.557 4.736 -0.459
O 0.128 3.640 0.170
P 1.402 2.962 -0.525
O 1.929 1.902 0.356
Te 0.852 2.439 -2.875
O 2.405 4.197 -0.709
C 3.608 4.279 0.088
C 3.313 4.819 1.471
H -2.104 6.111 0.107
H -1.293 5.315 1.467
H -2.470 4.422 0.501
H 0.147 5.552 -0.631
H -0.946 4.410 -1.429
H 4.267 4.943 -0.466
H 4.066 3.293 0.147
H 2.853 5.807 1.409
H 4.239 4.900 2.045
H 2.633 4.151 2.001